# 1
C3H4N2O | ωB97M-V with the def2-TZVPD basis set

Values from the calculation:
**HOMO-LUMO gap**: 11.1 eV
**Total charge**: 0
**Multiplicity**: 1
**Relative energy (zero: lowest compared OMol25 entry of this formula, charge and spin)**: 103.0 kcal per mole
**HOMO level**: -10.6 eV

Last columns: bonded neighbours and bond lengths (Å).
Atoms and positions in Å:
1 C 2.616 0.149 0.965  C2 1.399, N4 1.174
2 C 1.415 0.531 0.357  C1 1.399, C3 1.462, O6 1.322
3 C 0.617 -0.193 -0.631  C2 1.462, N5 1.365, O6 1.394, H8 1.033
4 N 3.518 -0.154 1.652  C1 1.174
5 N -0.747 -0.209 -0.594  C3 1.365, H9 1.002, H10 1.053
6 O 1.183 1.066 -0.829  C2 1.322, C3 1.394
7 H 0.729 1.241 1.552  no bonds
8 H 1.195 -0.844 -1.186  C3 1.033
9 H -0.889 -1.051 -0.070  N5 1.002
10 H -1.203 -0.335 -1.535  N5 1.053

natural (NBO) atomic charge list, values in e, 2 entries: atom 1 (C): 0.21, atom 2 (C): 0.04



# 2
C3H4N2O | ωB97M-V with the def2-TZVPD basis set

Values from the calculation:
**HOMO-LUMO gap**: 10.7 eV
**Total charge**: 0
**Multiplicity**: 1
**Relative energy (zero: lowest compared OMol25 entry of this formula, charge and spin)**: 45.5 kcal per mole
**HOMO level**: -10.6 eV

Last columns: bonded neighbours and bond lengths (Å).
Atoms and positions in Å:
1 C 1.059 0.493 -0.239  N2 1.441, H7 1.187, H8 1.159, H9 1.200
2 N -0.291 0.733 0.206  C1 1.441, C3 1.430, H10 1.097
3 C -1.266 -0.280 0.465  N2 1.430, O4 1.209, C5 1.520
4 O -2.256 -0.164 1.150  C3 1.209
5 C -0.786 -1.454 -0.372  C3 1.520, N6 1.187
6 N -0.173 -2.300 -0.936  C5 1.187
7 H 1.278 1.614 -0.565  C1 1.187
8 H 1.000 -0.123 -1.219  C1 1.159
9 H 1.834 -0.015 0.523  C1 1.200
10 H -0.399 1.494 0.988  N2 1.097

natural (NBO) atomic charge list, values in e, 2 entries: atom 1 (C): -0.45, atom 2 (N): -0.62